(i)
Here is an isolated molecule of C6H8 from the Open Molecules 2025 dataset. Energies are from wB97M-V/def2-TZVPD.

```
14
Properties=species:S:1:pos:R:3
C -1.393 -2.238 -0.920
C -0.855 -1.351 -0.307
C -0.222 -0.231 0.397
C 1.277 -0.103 0.041
C 1.822 1.084 0.745
C -0.910 1.097 0.050
H -1.876 -3.023 -1.457
H -0.293 -0.389 1.480
H 1.829 -0.944 0.504
H 1.418 -0.184 -1.047
H -0.419 1.902 0.612
H 2.454 1.645 0.025
H -0.815 1.307 -1.022
H -1.971 1.087 0.309
```

The LUMO energy (alpha / beta) is -0.5 / -0.5 eV. For the HOMO-LUMO gap (alpha / beta), the calculation gives 0.3098 / 0.3097 Ha. As for the HOMO energy (alpha / beta): -9.0 / -8.9 eV.

=====

(ii)
Here is an isolated molecule of C6H8 from the Open Molecules 2025 dataset. Energies are from wB97M-V/def2-TZVPD.

```
14
Properties=species:S:1:pos:R:3
C -0.084 -1.231 -1.419
C -0.662 0.064 -0.798
C 0.120 0.946 -0.068
C -0.496 1.397 1.149
C 0.448 0.468 1.951
C -0.689 -0.069 1.087
H 0.753 -1.346 -0.759
H 0.189 -1.004 -2.475
H -0.891 -1.962 -1.388
H -1.721 0.191 -0.992
H 1.189 0.930 -0.379
H -1.011 2.322 1.405
H 1.429 0.348 1.602
H 0.236 0.194 2.960
```

The LUMO energy is 1.1 eV. For the HOMO-LUMO gap, the calculation gives 0.3404 Ha. Its SMILES is C[C@@H]1[C@H]2[C@@H]3C[C@@]213. As for the HOMO energy: -8.1 eV.

=====

Computed stability ranking, most favorable first: (i), (ii)